This record from the OMol25 dataset describes a 2-piece molecular cluster, C11H18 overall. The level of theory is ωB97M-V/def2-TZVPD.

The lowest unoccupied orbital energy comes out at 0.882 eV. The energy relative to the best compared isomer or geometry (same formula, charge and spin) is 0.952 eV. As for the structure (SMILES): Cc1ccccc1.CC(C)C.

Geometry as XYZ:
```
29
Properties=species:S:1:pos:R:3:forces:R:3:mulliken_charge:R:1
C 1.661 0.557 -1.483 0.3 0.2 0.0 -0.446
C 2.598 -0.293 -0.922 0.1 -0.5 1.0 0.956
H -3.838 1.154 -0.400 0.4 0.4 -0.3 0.399
C -2.296 -0.233 0.362 -0.2 -0.4 3.0 1.150
C -3.238 0.976 0.494 -0.4 -0.9 -0.7 -1.452
H -2.006 -2.230 -0.196 -0.7 -0.6 0.1 0.375
C -2.122 -0.742 1.851 -0.1 0.4 -0.2 -1.513
H -2.309 0.046 2.571 -0.2 0.4 0.0 0.437
H -1.096 -1.019 2.095 -0.1 -0.7 -0.3 0.375
H -2.852 -1.519 2.067 0.2 -0.3 0.1 0.333
H 1.036 0.280 -2.318 0.0 -0.3 -0.1 0.395
C 2.615 -1.777 -1.211 -0.6 0.7 -1.0 -1.226
C 3.146 1.407 0.699 -0.5 1.6 0.1 -0.388
H -2.657 1.840 0.796 -0.2 0.3 0.0 0.358
H -1.278 0.050 0.206 0.6 0.6 -1.2 -0.101
C 3.396 0.183 0.138 -0.4 -0.6 -0.2 -0.625
C -2.685 -1.429 -0.482 0.7 1.2 -1.3 -1.427
H 3.608 1.792 1.603 0.4 -0.5 -0.1 0.360
H -2.421 -1.230 -1.530 -0.2 0.0 0.0 0.355
C 1.512 1.836 -0.978 -0.2 1.4 -0.4 -0.394
H 4.137 -0.484 0.566 -0.1 0.0 0.1 0.288
H -4.003 0.756 1.245 0.2 0.1 0.2 0.352
H 1.684 -2.221 -0.850 0.2 -0.1 0.4 0.236
H 3.476 -2.268 -0.778 0.1 -0.2 -0.1 0.362
H -3.760 -1.597 -0.494 0.1 -0.6 0.5 0.372
H 0.887 2.558 -1.499 -0.3 -0.3 0.1 0.354
H 2.057 3.234 0.618 -0.2 0.3 -0.3 0.395
C 2.211 2.291 0.121 0.7 -1.5 0.5 -0.617
H 2.536 -1.919 -2.292 0.5 -0.3 0.0 0.337
```
Positions in Å, forces in eV/Å.